1.
Molecular formula: C22H22N2O3
Method: DFT, the ωB97M-V functional and the def2-TZVPD basis

Summary:
Structure (SMILES) ... O=C(COc1ccccc1)c1cn(CC(=O)N2CCCC2)c2ccccc12
2S+1 ... 1
M ... 362.4 g/mol
Gap between HOMO and LUMO ... 8.82 eV

CARTESIAN COORDINATES (ANGSTROEM)
O (2.21179, 0.75206, 1.98056)
C (1.71263, 1.29600, 1.01728)
C (2.58440, 1.89271, -0.09149)
O (3.91142, 1.43621, -0.03386)
C (4.14176, 0.10438, -0.20886)
C (3.17960, -0.83433, -0.56481)
C (3.54096, -2.16019, -0.73759)
C (4.85065, -2.56589, -0.56613)
C (5.81144, -1.63016, -0.21492)
C (5.46373, -0.30777, -0.03804)
C (0.27336, 1.36501, 0.82315)
C (-0.58874, 0.60435, 1.58909)
N (-1.86394, 0.75466, 1.17722)
C (-3.00872, 0.06016, 1.69617)
C (-3.74092, -0.76114, 0.61893)
O (-4.89042, -0.50398, 0.31527)
N (-3.04842, -1.75483, 0.04475)
C (-1.72516, -2.24099, 0.39382)
C (-1.48265, -3.40270, -0.57168)
C (-2.89215, -3.90666, -0.87382)
C (-3.68810, -2.61029, -0.94535)
C (-1.88199, 1.64840, 0.13027)
C (-2.96477, 2.12431, -0.59749)
C (-2.70575, 3.04194, -1.59276)
C (-1.40547, 3.48054, -1.84677)
C (-0.32872, 3.00838, -1.12743)
C (-0.55170, 2.06321, -0.12590)
H (2.13916, 1.69115, -1.07475)
H (2.64484, 2.97540, 0.05844)
H (2.14583, -0.55187, -0.69937)
H (2.78241, -2.88071, -1.00941)
H (5.12182, -3.60202, -0.70137)
H (6.83806, -1.93526, -0.07575)
H (6.19731, 0.43277, 0.23872)
H (-0.32650, -0.04497, 2.40312)
H (-2.68533, -0.59558, 2.50860)
H (-3.73823, 0.77815, 2.08747)
H (-1.71365, -2.59051, 1.43332)
H (-0.96709, -1.46338, 0.28069)
H (-1.01650, -3.03509, -1.48626)
H (-0.84104, -4.16598, -0.13727)
H (-3.25527, -4.52785, -0.05440)
H (-2.94648, -4.47741, -1.79740)
H (-3.60791, -2.14746, -1.93504)
H (-4.74575, -2.72067, -0.70188)
H (-3.96858, 1.78773, -0.39289)
H (-3.52116, 3.43514, -2.18033)
H (-1.24213, 4.21161, -2.62458)
H (0.66150, 3.38085, -1.33464)

---

2.
Molecular formula: C19H28F9N2O4P3Ti
Method: DFT, the ωB97M-V functional and the def2-TZVPD basis

Summary:
2S+1 ... 2
M ... 660.2 g/mol
Charge ... -1
⟨S²⟩ ... 0.76
Gap between HOMO and LUMO (spin up / spin down) ... 6.49 / 6.41 eV

CARTESIAN COORDINATES (ANGSTROEM)
Ti (-0.99459, -0.15938, 0.05738)
C (-4.23154, 2.52365, 0.62737)
C (-3.20023, 1.57307, 1.15085)
O (-2.29643, 1.18785, 0.26020)
C (-3.16070, 1.11129, 2.41480)
C (-2.15538, 0.22059, 2.93007)
C (-2.12640, -0.07123, 4.39513)
N (-1.22482, -0.31579, 2.17391)
N (-0.24121, -0.97779, 2.82762)
C (0.53108, -1.64882, 1.90300)
O (0.40771, -1.12950, 0.61493)
C (1.96856, -1.83651, 2.29963)
C (2.93787, -1.96872, 1.31178)
C (4.27100, -2.12597, 1.66593)
C (4.63578, -2.16438, 3.00427)
C (3.66336, -2.04375, 3.98988)
C (2.33196, -1.87706, 3.64022)
H (-4.78961, 2.05909, -0.18899)
H (-3.75268, 3.42137, 0.22653)
H (-4.92953, 2.81743, 1.40950)
H (-3.91774, 1.45067, 3.10865)
H (-1.21324, 0.33420, 4.84003)
H (-2.07187, -1.15027, 4.55391)
H (-2.99893, 0.34747, 4.89570)
H (2.65282, -1.94230, 0.26760)
H (5.01892, -2.21980, 0.88857)
H (5.67595, -2.28999, 3.28059)
H (3.94487, -2.07854, 5.03563)
H (1.56026, -1.77149, 4.38988)
C (-2.81868, 1.20674, -2.85661)
P (-1.26128, 0.29267, -2.57942)
C (-1.31444, -1.01038, -3.83757)
C (-0.03177, 1.50437, -3.21071)
C (0.26526, 2.56319, -2.14622)
P (0.61910, 1.77917, -0.52808)
C (0.36800, 3.11996, 0.68012)
C (2.39982, 1.46911, -0.45254)
H (-2.82473, 2.11297, -2.25167)
H (-3.66001, 0.58915, -2.54995)
H (-2.91411, 1.46709, -3.91278)
H (-1.37307, -0.56945, -4.83430)
H (-2.18727, -1.63463, -3.65261)
H (-0.41454, -1.61676, -3.76582)
H (-0.41815, 1.96724, -4.12277)
H (0.87264, 0.95839, -3.47256)
H (-0.60497, 3.20705, -1.98560)
H (1.09960, 3.20366, -2.44228)
H (0.98372, 3.98940, 0.44188)
H (0.63710, 2.75141, 1.67114)
H (-0.68499, 3.40020, 0.69635)
H (2.95068, 2.41004, -0.50726)
H (2.70210, 0.81478, -1.26669)
H (2.61900, 0.96316, 0.48915)
F (-1.82166, -2.75443, -1.29888)
C (-2.37287, -1.76671, -0.54723)
F (-3.48920, -1.36610, -1.26671)
F (-2.89323, -2.38179, 0.54588)
O (-0.03862, -3.08073, 1.62524)
O (-0.00831, -3.81592, 2.68856)
F (1.54805, -0.90319, -2.31859)
P (2.77477, -1.31529, -3.34122)
F (3.19268, 0.26635, -3.40122)
F (3.97528, -1.67822, -4.34194)
F (3.74059, -1.50598, -2.06139)
F (2.31506, -2.84809, -3.26311)
F (1.77320, -1.06380, -4.59714)

---

3.
Molecular formula: C2H6OS2
Method: DFT, the ωB97M-V functional and the def2-TZVPD basis

Summary:
Structure (SMILES) ... CC=O.SS
2S+1 ... 1
M ... 110.2 g/mol
Gap between HOMO and LUMO ... 10.03 eV

CARTESIAN COORDINATES (ANGSTROEM)
C (-1.08101, 2.22653, 2.05119)
C (-1.98720, 1.12513, 2.47004)
O (-2.86057, 0.64788, 1.78460)
H (-0.57815, 2.68534, 2.90250)
H (-1.70638, 2.95870, 1.50919)
H (-0.27377, 1.80706, 1.40982)
H (-1.87273, 0.77453, 3.50452)
S (1.99587, -1.46293, -2.12087)
S (0.76300, -0.54624, -0.75363)
H (2.35334, -0.36262, -2.85388)
H (-0.53573, -0.60999, -1.07455)